Record 1
Computed, not measured: a cluster of 6 separate species, C23H55F4N2O18P3S3 in total at a distorted geometry, with ωB97M-V with the def2-TZVPD basis set.

Highest occupied orbital energy   -7.9 eV
Frontier orbital gap   7.75 eV
Largest force on an atom   3.7 eV/A
2S+1   1
Energy above the lowest of the compared OMol25 structures with the same formula, charge and spin   143.8 kJ/mol

Each line ends with the Löwdin charge.
Geometry (Å):
C: 3.3983 -3.3562 0.0457  -0.064
C: 3.4981 -1.8553 -0.4299  -0.275
O: 2.6911 -1.5484 -1.5480  -0.165
C: 1.2778 -1.7471 -1.2726  -0.186
C: 0.6000 -0.4613 -1.7811  -0.052
C: -0.9827 -0.3078 -1.6640  -0.312
C: -1.1009 1.2422 -1.9381  -0.557
F: -2.3177 1.6871 -2.2677  0.129
F: -0.5906 2.0135 -0.9712  0.121
F: -0.3681 1.5832 -3.0504  0.107
O: -1.3668 -0.8855 -2.9359  -0.266
S: -2.9534 -1.0752 -3.2882  0.898
O: -2.9661 -1.4435 -4.6698  -0.325
O: -3.5007 -2.4450 -2.5372  -0.342
C: -3.8430 -2.2271 -1.1362  -0.552
C: -4.7661 -3.5022 -0.8448  -0.050
C: -6.2398 -3.2697 -0.4417  -0.551
O: -7.0713 -3.5402 -1.1886  0.165
F: -6.6584 -2.8284 0.7723  0.027
P: -4.9508 -0.7112 -1.0732  0.421
S: -6.2764 -0.5762 -2.5121  0.227
C: -2.4791 -2.2335 -0.3772  -0.373
C: -1.4686 -3.3159 -0.9641  -0.208
N: -2.0710 -4.6303 -1.2561  -0.102
C: -1.9094 -5.0450 -2.6759  -0.095
P: -2.6115 -2.7860 1.4359  0.294
O: -1.2995 -2.3681 2.3176  -0.244
O: -2.6049 -4.4385 1.5401  -0.221
S: -4.2025 -2.2075 2.3644  0.346
C: -1.5950 -0.8673 -0.3345  -0.283
P: -2.1990 0.3421 1.0516  0.901
N: -3.0043 1.7437 0.5198  -0.160
O: -0.7573 0.9538 1.6962  -0.304
H: 4.4008 -3.7670 0.3106  0.054
H: 2.8796 -3.9440 -0.7286  0.076
H: 2.7531 -3.3322 0.9504  0.068
H: 3.3964 -1.1421 0.4184  0.118
H: 4.5482 -1.7381 -0.7716  0.117
H: 1.2098 -1.8190 -0.1679  0.118
H: 1.0355 -2.6797 -1.8032  0.124
H: 0.9091 -0.4131 -2.8429  0.139
H: 1.1320 0.3856 -1.3079  0.134
H: -4.8198 -4.1352 -1.7441  0.138
H: -4.3377 -4.1660 -0.0743  0.095
H: -5.5403 -0.6024 0.2183  -0.005
H: -4.1814 0.4552 -1.2532  -0.048
H: -0.6853 -3.4769 -0.1886  0.119
H: -0.9646 -2.9917 -1.8848  0.096
H: -1.5423 -5.3233 -0.7339  0.101
H: -2.7945 -5.6645 -2.9271  0.085
H: -0.9729 -5.6075 -2.8518  0.083
H: -1.9584 -4.1882 -3.3715  0.075
H: -1.5731 -1.9867 3.1701  0.074
H: -1.9585 -4.7209 2.2084  0.086
H: -0.7065 -1.2483 0.2253  0.076
H: -2.7055 2.6053 0.9794  0.033
H: -4.0141 1.7064 0.6386  0.040
H: -0.8334 1.9291 1.7034  0.024
C: 1.3377 3.7911 0.3615  -0.241
C: 2.6293 4.5791 0.3435  -0.220
O: 3.3707 4.3253 1.5422  -0.071
O: 0.5633 4.1372 1.5081  -0.090
H: 0.7441 3.9939 -0.5287  0.117
H: 1.5469 2.7156 0.4169  0.112
H: 2.4240 5.6494 0.3218  0.127
H: 3.2380 4.3098 -0.5239  0.114
H: 3.6896 3.4157 1.4989  0.091
H: 1.1996 4.2746 2.2247  0.077
C: 7.8207 -5.5855 2.6929  -0.250
C: 7.7337 -4.7039 1.4626  -0.229
O: 6.4616 -4.0476 1.4323  -0.093
O: 6.7665 -6.5384 2.6861  -0.068
H: 8.7695 -6.1221 2.7248  0.122
H: 7.7196 -4.9812 3.6035  0.116
H: 7.7996 -5.3061 0.5569  0.126
H: 8.5294 -3.9533 1.4531  0.119
H: 6.4544 -3.3970 2.1450  0.095
H: 5.9953 -6.0817 2.3222  0.076
C: 2.7305 3.9924 -4.5646  -0.249
C: 2.9126 2.9096 -5.6063  -0.233
O: 2.3456 1.6930 -5.1125  -0.075
O: 3.3407 3.5885 -3.3476  -0.081
H: 3.1790 4.9338 -4.8846  0.121
H: 1.6632 4.1537 -4.3666  0.116
H: 3.9709 2.7176 -5.7821  0.124
H: 2.4366 3.1814 -6.5531  0.121
H: 1.3866 1.8050 -5.0977  0.083
H: 3.1868 2.6349 -3.2764  0.075
C: -2.6020 5.6723 1.6230  -0.240
C: -2.6794 6.5353 0.3800  -0.233
O: -3.9335 7.2218 0.3508  -0.072
O: -3.6854 4.7460 1.6395  -0.081
H: -1.6661 5.1115 1.6547  0.093
H: -2.6794 6.2924 2.5251  0.118
H: -2.6378 5.9162 -0.5163  0.125
H: -1.8646 7.2648 0.3504  0.120
H: -3.9195 7.8846 1.0517  0.092
H: -4.4475 5.2189 1.2748  0.083
C: -0.1061 1.9122 5.9135  -0.245
C: -0.0104 2.0960 4.4116  -0.242
O: -0.9930 3.0437 3.9802  -0.083
O: -1.4117 1.4773 6.2677  -0.065
H: 0.6117 1.1699 6.2650  0.121
H: 0.0802 2.8637 6.4286  0.116
H: -0.2296 1.1626 3.8992  0.100
H: 0.9846 2.4441 4.1140  0.119
H: -0.7246 3.9123 4.3030  0.095
H: -2.0190 1.9412 5.6739  0.080

---

Record 2
Computed, not measured: a structure of composition C23H55FeN3OP4S at a distorted geometry, with ωB97M-V with the def2-TZVPD basis set.

Highest occupied orbital energy (alpha / beta)   -14.4 / -15.0 eV
Total charge   +3
Frontier orbital gap (alpha / beta)   7.52 / 3.94 eV
Largest force on an atom   3.9 eV/A
2S+1   6
Energy above the lowest of the compared OMol25 structures with the same formula, charge and spin   86.3 kJ/mol

Each line ends with the Löwdin charge.
Geometry (Å):
Fe: -0.3955 0.1603 -1.1946  -0.098
P: -2.2564 1.1280 -1.3702  0.722
P: -0.5619 -1.8650 -1.7141  0.721
P: 0.7508 0.9794 -2.7608  0.730
H: 1.0561 -0.6346 0.7578  0.058
C: 1.1787 0.2665 0.1318  -0.197
C: 0.3060 1.4068 0.2828  -0.212
H: -0.4595 1.4263 1.0694  0.018
C: -3.5279 1.0888 -0.0660  -0.252
C: -3.2632 0.4452 -2.7522  -0.223
C: -2.1601 2.9448 -1.6617  -0.224
C: 0.8937 -2.8975 -1.2955  -0.220
C: -1.8973 -2.8290 -0.9337  -0.234
C: -0.8634 -2.2563 -3.4921  -0.220
C: 1.5122 2.6266 -2.5125  -0.241
C: -0.1413 1.1903 -4.3484  -0.222
C: 2.1755 -0.1059 -3.1802  -0.251
H: 2.1663 0.3513 -0.3529  0.050
H: 0.5564 2.3959 -0.1313  0.056
H: -3.1620 1.5825 0.8410  0.032
H: -3.7501 0.0436 0.1793  0.024
H: -4.4275 1.6025 -0.4286  0.064
H: -3.5314 -0.5972 -2.5238  0.041
H: -2.7148 0.4733 -3.7016  0.029
H: -4.1794 1.0448 -2.8313  0.063
H: -1.6999 3.4199 -0.7835  0.054
H: -3.1777 3.3373 -1.7906  0.060
H: -1.5545 3.1904 -2.5439  0.026
H: 0.7410 -3.8986 -1.7225  0.065
H: 0.9793 -2.9626 -0.2005  0.039
H: 1.8148 -2.4531 -1.6950  0.035
H: -1.9111 -3.8307 -1.3844  0.066
H: -2.8637 -2.3335 -1.0884  0.042
H: -1.7113 -2.8793 0.1470  -0.005
H: -0.9532 -3.3497 -3.5671  0.063
H: -0.0420 -1.9053 -4.1312  0.034
H: -1.8022 -1.7862 -3.8207  0.043
H: 2.0624 2.8986 -3.4238  0.044
H: 2.2040 2.5957 -1.6591  0.038
H: 0.7297 3.3704 -2.3068  0.049
H: 0.6054 1.4998 -5.0920  0.061
H: -0.9161 1.9637 -4.2456  0.044
H: -0.6094 0.2436 -4.6523  0.034
H: 2.7430 0.3735 -3.9890  0.032
H: 1.8265 -1.0990 -3.4963  0.032
H: 2.8165 -0.2248 -2.2941  0.032
C: 6.4914 2.3753 -2.1900  -0.545
C: 7.6559 1.5956 -2.3251  -0.046
C: 8.7943 1.9124 -1.5809  0.001
C: 8.7872 3.0092 -0.7087  0.032
C: 7.6412 3.8050 -0.6008  -0.004
C: 6.4984 3.4998 -1.3395  -0.054
S: 5.0309 1.9939 -3.0625  1.034
H: 5.3715 0.7484 -3.5017  -0.041
H: 7.6454 0.7473 -3.0112  0.123
H: 9.6929 1.3008 -1.6802  0.138
H: 9.6745 3.2427 -0.1176  0.144
H: 7.6330 4.6703 0.0632  0.136
H: 5.5998 4.1120 -1.2712  0.124
C: -0.2391 -2.4122 4.5785  -0.082
N: -1.3369 -2.5897 3.6226  -0.299
C: -1.0708 -3.6161 2.5998  -0.098
P: -2.2055 -1.2484 3.0719  0.582
O: -1.9651 -0.9047 1.6419  -0.251
N: -3.7988 -1.6717 3.3417  -0.154
C: -4.9236 -0.8584 2.8875  -0.025
C: -4.1973 -2.8324 4.1156  -0.021
N: -1.7927 0.0505 4.0586  -0.245
C: -1.7736 1.3888 3.4583  -0.066
C: -2.1898 0.0950 5.4656  -0.066
H: 0.5900 -3.0734 4.2927  0.099
H: -0.5561 -2.6926 5.5962  0.094
H: 0.1021 -1.3643 4.5865  0.085
H: -0.7519 -4.5431 3.0961  0.107
H: -1.9797 -3.8347 2.0193  0.082
H: -0.2574 -3.2945 1.9262  0.081
H: -5.3843 -1.3075 1.9926  0.130
H: -5.7018 -0.8286 3.6687  0.122
H: -4.6404 0.1756 2.6541  0.091
H: -5.1845 -3.1603 3.7593  0.121
H: -3.4721 -3.6418 3.9821  0.095
H: -4.2784 -2.6024 5.1897  0.131
H: -1.0778 2.0010 4.0433  0.113
H: -2.7641 1.8721 3.4844  0.108
H: -1.4241 1.3321 2.4262  0.031
H: -3.2850 0.1805 5.5862  0.101
H: -1.8141 -0.7731 6.0214  0.086
H: -1.7290 0.9999 5.8885  0.107

---

Record 3
Computed, not measured: a cluster of 9 separate species, C23H56N17O11S in total at a distorted geometry, with ωB97M-V with the def2-TZVPD basis set.

Highest occupied orbital energy   -9.9 eV
Total charge   +1
Frontier orbital gap   6.10 eV
Largest force on an atom   9.2 eV/A
2S+1   1

Each line ends with the Löwdin charge.
Geometry (Å):
C: 2.5387 -2.2977 0.1452  -0.148
C: 2.3741 -3.2037 -1.2507  -0.236
C: 0.9236 -2.8879 -2.0212  -0.197
C: -0.2304 -3.0432 -0.8444  -0.228
C: -1.6593 -3.6497 -1.3844  -0.202
C: -2.6392 -2.5717 -2.1281  -0.167
N: -3.1811 -1.4626 -1.2655  -0.531
S: -3.2160 -1.7814 0.4502  0.979
C: -2.5428 -0.0889 -1.5275  -0.174
O: -1.1268 -0.1419 -1.8824  -0.146
C: -0.3158 0.9070 -1.2697  -0.165
C: -0.3228 1.4140 0.2848  -0.016
C: 0.6878 2.5827 0.8448  -0.026
C: 1.7889 3.2578 -0.1871  -0.027
C: 1.8518 2.8070 -1.7833  -0.034
C: 0.8020 1.6414 -2.2749  0.008
C: -4.6577 -1.2896 -1.6832  -0.088
C: -5.6607 -2.3316 -0.8437  -0.261
O: -6.5604 -1.8511 0.0300  -0.015
O: -5.6243 -3.8076 -0.9999  -0.017
H: 3.6554 -2.4885 0.5143  0.081
H: 2.4256 -1.1309 -0.0740  0.090
H: 1.8342 -2.6658 1.0108  0.064
H: 3.3050 -3.0173 -1.9372  0.107
H: 2.3915 -4.3331 -0.8926  0.109
H: 0.9043 -1.7987 -2.4733  0.092
H: 0.8029 -3.6801 -2.8855  0.115
H: 0.2038 -3.8517 -0.0816  0.119
H: -0.3615 -2.0500 -0.1947  0.098
H: -1.3682 -4.4558 -2.2166  0.139
H: -2.1970 -4.2939 -0.5352  0.108
H: -2.1024 -2.2124 -3.1224  0.179
H: -3.5865 -3.1918 -2.5084  0.143
H: -3.0185 -0.6217 1.2158  -0.020
H: -3.1544 0.3633 -2.4480  0.178
H: -2.8211 0.5739 -0.6065  0.140
H: -1.0759 0.9322 1.0411  0.065
H: 0.7027 2.9600 1.9635  0.095
H: 2.5693 4.0844 0.1608  0.098
H: 2.6495 3.2723 -2.5269  0.100
H: 0.8590 1.2944 -3.4052  0.086
H: -5.0096 -0.2058 -1.3799  0.168
H: -4.7846 -1.3973 -2.8427  0.171
H: -4.9470 -4.2091 -0.3516  0.139
C: 3.7511 3.1444 3.4046  -0.697
O: 3.7784 3.0391 2.1886  -0.024
N: 4.0619 2.1283 4.2297  0.170
N: 3.4078 4.2857 4.0284  0.168
H: 4.0453 2.1957 5.2334  0.044
H: 4.3259 1.2511 3.8008  0.114
H: 3.1665 5.0754 3.4439  0.117
H: 3.3795 4.3916 5.0284  0.099
C: 2.3424 -1.5189 -5.4465  -0.711
O: 2.5853 -1.1925 -4.2954  0.003
N: 3.2467 -2.1252 -6.2368  0.138
N: 1.1489 -1.3017 -6.0278  0.146
H: 3.0653 -2.4015 -7.1870  0.085
H: 4.1583 -2.3073 -5.8379  0.103
H: 0.4396 -0.8475 -5.4674  0.096
H: 0.9301 -1.5633 -6.9742  0.097
C: -10.2279 -3.7339 0.8729  -0.722
O: -11.3314 -3.2537 1.0785  0.029
N: -9.1535 -2.9837 0.5688  0.145
N: -9.9875 -5.0561 0.9322  0.149
H: -8.2368 -3.3607 0.3962  0.065
H: -9.2911 -1.9830 0.5140  0.107
H: -10.7695 -5.6567 1.1583  0.115
H: -9.0858 -5.4702 0.7660  0.095
C: -2.0323 5.1573 2.4134  -0.714
O: -0.8542 4.8953 2.2295  0.008
N: -2.5346 5.4335 3.6305  0.153
N: -2.9338 5.1933 1.4156  0.152
H: -3.5017 5.6515 3.8018  0.100
H: -1.8894 5.4170 4.4095  0.113
H: -2.5971 4.9913 0.4833  0.111
H: -3.9080 5.4070 1.5474  0.099
C: -6.9990 -0.1478 3.7376  -0.723
O: -6.2143 0.7089 3.3623  0.006
N: -7.3945 -0.2609 5.0185  0.153
N: -7.5385 -1.0554 2.9041  0.158
H: -8.0397 -0.9596 5.3466  0.102
H: -7.0119 0.4030 5.6789  0.114
H: -7.2671 -1.0054 1.9308  0.063
H: -8.1862 -1.7683 3.1944  0.098
C: 6.7546 5.2713 1.0128  -0.726
O: 6.0131 6.2406 1.0507  0.012
N: 6.2979 4.0060 1.0106  0.159
N: 8.0946 5.3818 0.9696  0.142
H: 6.8926 3.1951 0.9797  0.099
H: 5.2949 3.8783 1.0423  0.066
H: 8.4798 6.3173 0.9695  0.110
H: 8.7214 4.5956 0.9379  0.094
C: 5.5901 -2.7919 -8.5688  -0.685
O: 4.9325 -3.1216 -7.5945  -0.006
N: 6.2847 -3.6740 -9.3098  0.160
N: 5.6789 -1.5170 -8.9889  0.164
H: 6.8319 -3.4217 -10.1155  0.103
H: 6.2448 -4.6447 -9.0277  0.117
H: 5.1708 -0.8211 -8.4589  0.114
H: 6.2152 -1.2262 -9.7888  0.104
C: 5.2384 1.6303 7.9514  -0.693
O: 4.4589 1.5138 7.0191  0.008
N: 5.5693 2.8232 8.4780  0.159
N: 5.8362 0.5764 8.5358  0.159
H: 6.2091 2.9393 9.2457  0.104
H: 5.1414 3.6426 8.0671  0.114
H: 5.6145 -0.3402 8.1696  0.116
H: 6.4809 0.6524 9.3044  0.104